# 1
# C35H26CoN6O4S2

C35H26CoN6O4S2 as an isolated structure (ωB97M-V with the def2-TZVPD basis set, OMol25).

```
74
C35H26CoN6O4S2, DFT ωB97M-V with the def2-TZVPD basis set
Co -0.91553 0.39311 1.57940
O -4.05537 -1.54857 3.98515
C -3.29875 -2.59442 4.37942
C -3.89276 -3.53493 5.21919
C -3.17825 -4.63725 5.64280
C -1.85590 -4.82416 5.24553
C -1.25874 -3.88464 4.42949
C -1.95947 -2.75979 3.98711
C -1.28674 -1.76284 3.12209
O -2.00820 -0.86587 2.52814
N 0.01600 -1.83096 2.99210
N 0.46325 -0.81466 2.15634
C 1.60658 -1.05873 1.62072
S 2.40209 -2.60046 1.95302
C 3.77115 -2.61746 0.75721
C 3.36511 -2.55371 -0.72963
S 2.31800 0.11815 0.52147
H -3.49470 -1.02376 3.36955
H -4.92076 -3.37886 5.51978
H -3.65546 -5.36166 6.29135
H -1.30388 -5.69574 5.57044
H -0.22956 -3.99088 4.11255
H 4.24377 -3.57050 1.00008
H 4.48334 -1.83111 1.00805
H 2.28206 -2.46467 -0.79611
H 3.61751 -3.49302 -1.22611
O -2.08779 7.03260 -1.54170
N -1.28294 6.52695 -0.78937
O -0.29173 7.08798 -0.36697
C -1.52957 5.12426 -0.35142
C -2.70495 4.60002 -0.73930
C -3.07588 3.26329 -0.38401
C -4.30159 2.66733 -0.71473
C -4.53132 1.37479 -0.31093
C -3.54840 0.68444 0.40898
N -2.38748 1.23334 0.73826
C -2.16257 2.51219 0.33983
C -0.90706 3.05809 0.73195
N -0.12262 2.18946 1.42441
C 1.01931 2.65207 1.89792
C 1.44147 3.96499 1.68146
C 0.67675 4.83193 0.94235
C -0.56078 4.38490 0.43861
H -3.37444 5.21142 -1.32901
H -5.04474 3.22747 -1.26886
H -5.46526 0.87808 -0.53266
H -3.69929 -0.33446 0.74067
H 1.61611 1.95355 2.46949
H 2.38952 4.28877 2.08811
H 1.01157 5.83849 0.76450
N 1.25607 -0.10476 -0.81215
C 1.70600 -0.34515 -1.98560
C 3.09970 -0.62247 -2.40606
C 3.54227 -0.15026 -3.62043
C 4.80861 -0.45186 -4.12352
C 5.65988 -1.34729 -3.41536
C 5.29115 -1.82274 -2.20881
C 4.03954 -1.39211 -1.50866
C 0.62235 -0.39941 -3.02266
C 0.72751 -1.19869 -4.15811
C -0.31699 -1.26995 -5.06929
C -1.48107 -0.54674 -4.85691
C -1.60006 0.24527 -3.72110
C -0.55754 0.31795 -2.81231
H 2.87695 0.46306 -4.21720
H 5.11873 -0.05128 -5.07847
H 6.60166 -1.64792 -3.85699
H 5.93646 -2.50330 -1.66361
H 4.37664 -0.68393 -0.73707
H 1.61712 -1.79334 -4.32336
H -0.21930 -1.89767 -5.94567
H -2.29351 -0.60078 -5.57067
H -2.50898 0.80772 -3.54162
H -0.63429 0.93102 -1.92109
```

Properties
Gap between HOMO and LUMO (spin up / spin down): 5.520 / 5.519 eV
Total charge: 0
Spin multiplicity: 2
E_LUMO (spin up / spin down): -1.27 / -1.27 eV
Expectation value of S²: 0.795


# 2
# C47H38BrCl3N2O5SiTi

C47H38BrCl3N2O5SiTi as an isolated structure (ωB97M-V with the def2-TZVPD basis set, OMol25).

```
98
C47H38BrCl3N2O5SiTi, DFT ωB97M-V with the def2-TZVPD basis set
Ti 1.47793 1.33482 -0.18705
Br 2.47397 2.41404 7.02589
C 2.51394 2.21165 5.13647
C 3.68106 1.72376 4.53801
C 3.81607 1.67686 3.16153
C 2.72598 2.07532 2.35313
O 2.78903 2.02805 1.03973
C 1.50951 2.62058 2.98696
C 0.36618 2.99837 2.19089
N 0.15356 2.62075 0.97917
C -0.85091 3.27864 0.19416
C -2.10755 3.57983 0.65296
C -3.00995 4.21324 -0.24655
C -2.65687 4.59339 -1.48769
C -1.37950 4.30061 -1.94705
C -0.84606 4.71544 -3.19422
C 0.39017 4.28504 -3.54735
C 1.18176 3.55331 -2.68769
N 0.78576 3.22333 -1.46535
C -0.49077 3.58631 -1.09312
C 1.49053 2.68516 4.37128
H 4.45961 1.43360 5.23761
H 4.65778 1.22497 2.67185
H -0.31013 3.73031 2.70172
H -2.50199 3.18248 1.61748
H -4.04979 4.38010 0.10938
H -3.38810 5.09326 -2.13583
H -1.49347 5.20638 -3.91426
H 0.72786 4.55261 -4.51250
H 2.16649 3.17681 -2.94404
H 0.59967 2.97746 4.92171
C -0.01270 -4.80823 -1.47588
C -0.71201 -3.89456 -0.51979
C -1.84686 -4.60898 0.21508
O -1.23827 -2.75164 -1.15070
C -0.15492 -1.83795 -1.25811
C 0.74272 -2.15680 0.00190
O 0.18541 -3.36400 0.44424
C 0.98767 -1.35273 1.26591
O 1.55632 -0.06377 0.92106
C -0.25849 -1.02954 2.08403
C 0.03495 -0.43031 3.33785
C -1.01119 -0.16775 4.20334
C -2.30682 -0.48722 3.85835
C -2.59972 -1.15229 2.64650
C -1.54828 -1.39375 1.74808
C 1.99032 -2.14143 2.08625
C 3.35585 -1.95334 1.89363
C 4.27594 -2.68754 2.67174
C 3.87579 -3.60577 3.62306
C 2.52125 -3.79242 3.82226
C 1.58548 -3.06502 3.09958
C -0.60337 -0.48805 -1.85269
O 0.09165 0.58582 -1.28907
C -0.40742 -0.46950 -3.38827
C -0.61738 0.72677 -4.05939
C -0.44070 0.80747 -5.44840
C -0.20854 -0.30643 -6.21706
C -0.05098 -1.49115 -5.58456
C -0.20319 -1.59728 -4.18086
C -2.11879 -0.23861 -1.61333
C -2.52956 0.45864 -0.50752
C -3.85303 0.77882 -0.24797
C -4.84292 0.32830 -1.10004
C -4.46326 -0.47296 -2.16698
C -3.13733 -0.72583 -2.48086
H -0.77882 -5.12190 -2.17612
H 0.40288 -5.71581 -0.97398
H 0.80056 -4.36078 -2.01463
H -2.50529 -4.90168 -0.56056
H -2.34240 -3.87207 0.85203
H -1.42472 -5.37418 0.80481
H 0.52004 -2.25118 -2.01255
H 1.72103 -2.25112 -0.49795
H 1.03687 -0.14212 3.63282
H -0.85710 0.32872 5.13983
H -3.10467 -0.31547 4.59274
H -3.60852 -1.32213 2.41810
H -1.69892 -1.91925 0.80987
H 3.70487 -1.19608 1.20065
H 5.30242 -2.60001 2.44309
H 4.65482 -4.25400 4.03036
H 2.13219 -4.52360 4.55093
H 0.53566 -3.21292 3.19810
H -1.05678 1.52168 -3.48239
H -0.50759 1.78823 -5.91735
H -0.22970 -0.28427 -7.30885
H -0.00728 -2.38021 -6.15117
H -0.15391 -2.58684 -3.76878
H -1.72822 0.81709 0.18874
H -4.17561 1.32335 0.65489
H -5.87655 0.63244 -0.90546
H -5.21890 -0.86989 -2.88071
H -3.02047 -1.21268 -3.44187
Cl 3.34052 0.36594 -3.67638
Si 3.58796 1.08197 -1.75339
Cl 5.18558 -0.01705 -0.85971
Cl 4.45064 2.99843 -2.04370
```

Properties
Gap between HOMO and LUMO: 7.419 eV
Total charge: 0
Energy relative to the best compared isomer or geometry (same formula, charge and spin): 31.0 kJ/mol
E_LUMO: -0.98 eV